[1]
Density functional theory data (ωB97M-V with the def2-TZVPD basis set) for 2 unconnected molecules or ions with the total composition C4H4I2Si at a distorted geometry.

Geometry as XYZ:
```
11
Properties=species:S:1:pos:R:3:forces:R:3:nbo_charge:R:1
C -0.364944 0.551060 0.763517 0.0 1.4 1.2 -0.21
C -0.320294 -0.906132 0.997967 -0.7 -1.4 0.8 -0.23
C -0.663420 1.010323 -0.462393 0.1 0.4 -0.8 -0.63
C -0.600118 -1.620109 -0.115656 -0.8 -1.3 0.0 -0.66
Si -1.039706 -0.521544 -1.587847 0.1 1.3 3.6 1.36
I -1.191306 -3.700041 0.033357 0.5 1.1 -0.2 0.16
I -4.329905 0.651533 0.174728 0.9 -0.4 -0.7 -0.41
H -0.306942 1.336737 1.592710 0.2 -1.5 -1.0 0.24
H -0.284725 -1.446814 2.031746 0.2 1.4 -2.0 0.25
H -0.702124 2.115146 -0.577788 -0.2 -1.1 -0.4 0.25
H -0.692188 -0.881836 -2.950389 -0.2 0.1 -0.4 -0.14
```
Forces are in eV/Å.

The strongest force on any atom is 0.07472 hartree/bohr. As for the frontier orbital gap (spin up / spin down): 5.06 / 5.94 eV.

---

[2]
Density functional theory data (ωB97M-V with the def2-TZVPD basis set) for a molecular structure, C4H4I4N4 at a distorted geometry.

Geometry as XYZ:
```
16
Properties=species:S:1:pos:R:3:forces:R:3:nbo_charge:R:1
C 1.328013 -0.532508 -0.321917 -0.3 -0.5 -1.3 -0.34
C 0.825792 -1.364105 0.558941 0.8 3.6 -2.8 0.39
C 1.799374 -1.597686 3.056504 -0.4 -0.4 0.9 0.27
C 0.688215 0.710667 -0.795280 2.5 -3.8 -1.2 0.28
N 1.058922 -2.566447 2.526516 0.5 -0.8 0.6 -0.36
N 1.902208 -0.430730 2.522754 -0.1 0.2 -0.5 -0.82
N -0.083818 1.326301 -0.071466 -1.1 1.2 0.9 -0.54
N 0.664110 -2.358378 1.235392 -0.6 -4.6 2.3 -0.27
I 3.044854 -1.264977 -1.362715 -0.3 0.5 0.3 0.36
I 2.717894 -1.982490 4.983987 -0.5 -0.2 -0.9 0.33
I 2.478081 2.785772 1.895278 0.1 0.7 -0.4 0.06
I 3.101965 0.805008 3.466890 0.7 0.3 0.9 1.02
H 0.852343 1.028251 -1.776282 0.7 0.7 -1.4 0.26
H -0.433743 2.208913 -0.281337 -1.2 1.8 -0.6 0.45
H -0.261380 0.929160 0.785931 -0.8 -0.6 2.9 0.42
H 0.297082 -3.309701 0.865733 0.2 2.1 0.3 0.50
```
Forces are in eV/Å.

The strongest force on any atom is 0.10077 hartree/bohr. The charge is +2. As for the frontier orbital gap: 7.07 eV.

---

[3]
Density functional theory data (ωB97M-V with the def2-TZVPD basis set) for a single C4H4IN molecule at a distorted geometry.

Geometry as XYZ:
```
10
Properties=species:S:1:pos:R:3:forces:R:3:nbo_charge:R:1
C 0.901722 1.513100 -0.123895 0.0 0.0 -2.1 -0.42
C -0.216507 0.965906 -0.523310 1.5 0.9 0.6 0.04
C -1.151646 0.105530 -0.517074 -0.1 -1.7 0.4 0.03
C -1.315646 -1.339594 -0.184127 0.6 -0.4 -1.1 -0.25
N -2.323845 -0.478516 -0.866682 -1.4 0.0 -0.6 -0.48
I -4.158900 0.128373 0.056738 1.0 -0.4 -0.3 0.24
H 1.042045 1.889285 0.817859 -0.2 0.7 2.6 0.20
H 1.780026 1.748823 -0.708263 -0.2 -0.3 -0.8 0.21
H -0.746654 -2.111692 -0.898733 -1.7 1.5 2.0 0.22
H -1.542403 -1.507171 0.881221 0.5 -0.4 -0.6 0.21
```
Forces are in eV/Å.

The strongest force on any atom is 0.05849 hartree/bohr. As for the frontier orbital gap: 7.94 eV. As for the structure (SMILES): C=C=C1CN1I.

---

[4]
Density functional theory data (ωB97M-V with the def2-TZVPD basis set) for a molecular structure, C4H4LiMgO5 at a distorted geometry.

Geometry as XYZ:
```
15
Properties=species:S:1:pos:R:3:forces:R:3:lowdin_spin:R:1
O 0.705900 -2.641831 0.303900 0.2 0.8 -0.1 0.00
O -0.414804 -0.755103 0.304009 -0.5 -0.2 0.1 0.00
C -0.510842 0.686992 0.107971 0.3 0.5 -0.1 0.00
C -1.924672 1.078549 0.524634 -0.2 0.1 0.1 0.00
O -2.873208 0.294680 -0.081960 0.4 -0.5 0.0 0.00
C 0.707202 -1.446750 0.133146 -0.1 -1.0 -0.3 0.01
H 0.258816 1.177360 0.719116 -0.1 -0.1 -0.1 0.00
H -0.347129 0.890865 -0.958452 0.0 -0.1 0.2 0.00
H -2.009955 2.160972 0.276270 0.0 -0.2 0.0 0.00
H -1.969752 1.024174 1.636521 0.0 0.0 -0.2 0.00
O 2.755423 -0.240676 0.446561 0.2 0.1 0.0 0.12
O 2.093506 -0.578020 -1.624046 0.0 0.0 0.0 0.12
C 1.928709 -0.694166 -0.383808 0.4 0.2 0.1 0.03
Li -2.333437 -1.400312 -0.195971 -0.1 0.6 0.1 0.00
Mg 3.934246 0.443259 -1.207888 -0.5 -0.3 0.2 0.72
```
Forces are in eV/Å.

The strongest force on any atom is 0.02003 hartree/bohr. As for the frontier orbital gap (spin up / spin down): 7.14 / 6.99 eV. The expectation value of S² is 0.751. Its spin multiplicity is 2.